39
Properties=species:S:1:pos:R:3:forces:R:3 method="wB97M-V/def2-TZVPD" homo_lumo_gap_ha=0.2778 molar_mass_g_mol=554.6 e_lumo_ha=0.0580 relative_energy_kcal_mol=170.9 total_charge=-1
C 2.52243 1.37465 0.86586 0.1 0.3 0.0
C 3.21115 0.55514 -0.37548 -0.9 0.5 0.0
S 3.17939 -1.28529 0.02717 -0.7 -0.2 0.0
C 1.42636 -1.81992 0.52419 -1.0 -1.0 0.8
C 0.34209 -1.73968 -0.71343 1.7 -0.4 -0.6
C 0.13620 -3.10001 -1.66844 1.5 1.4 -1.3
C -0.96533 -2.43462 -2.68119 -1.0 -0.3 -3.7
O -1.14021 -2.49193 -4.00363 1.0 0.5 9.1
O -1.80106 -1.60797 -1.79597 1.4 -0.8 -1.3
C -1.22447 -1.38378 -0.42639 0.7 0.6 -1.6
P -2.09974 -2.86242 0.49766 0.3 -2.1 0.2
O -0.90460 -3.83929 1.36149 -1.7 3.6 1.1
Br -3.49018 -2.15355 2.14072 0.9 0.1 -0.4
C -1.75872 0.09239 -0.06518 -0.9 0.4 2.8
F -1.47008 0.34476 1.39708 -0.8 -1.0 -4.6
F -3.26465 0.15865 -0.19666 4.5 -0.3 0.2
C -1.20080 1.37797 -0.86665 1.1 3.8 1.3
F 0.16866 1.32389 -1.40107 -4.2 -0.6 1.6
F -1.17361 2.50545 0.14682 -0.3 -3.8 -3.7
C -2.16635 1.96407 -2.07167 -0.5 2.3 -2.3
F -3.29540 2.81692 -1.56563 3.9 -3.5 -1.9
F -1.28692 2.91579 -2.84942 -3.1 -3.2 2.4
F -2.65551 0.95663 -3.03107 1.5 3.5 3.5
H 1.66468 2.11026 0.53744 2.2 -1.8 0.5
H 2.05288 0.66268 1.69598 1.1 1.5 -2.0
H 3.36131 1.98743 1.40374 -1.7 -1.0 -1.0
H 2.66796 0.67675 -1.41031 1.0 0.0 2.1
H 4.33873 0.85029 -0.55021 -2.2 -0.9 0.5
H 1.05499 -1.26782 1.50638 0.7 -0.9 -2.2
H 1.53689 -2.96886 0.82922 0.0 2.6 -0.7
H 0.96452 -1.08242 -1.49274 -2.3 -0.6 1.7
H 1.13008 -3.21896 -2.31841 -2.2 0.1 1.5
H -0.07299 -4.11961 -1.13846 -0.2 2.1 -1.0
H -0.83683 -3.34670 2.25452 0.3 -1.3 -1.7
O 0.73822 3.08602 1.84214 -0.2 0.4 0.6
Cl 0.20987 3.60984 3.08671 -0.4 0.4 0.5
O 1.06280 4.68227 3.56063 -0.1 -0.3 -0.2
O 0.16809 2.55190 4.07744 0.1 0.0 -0.2
O -1.12987 4.11908 2.86681 0.3 -0.2 0.0

=====

17
Properties=species:S:1:pos:R:3:forces:R:3 method="wB97M-V/def2-TZVPD" homo_lumo_gap_ha="0.3106 / 0.3220" molar_mass_g_mol=111.1 e_lumo_ha="0.0378 / -0.0426" relative_energy_kcal_mol=32.5 s2=2.01 multiplicity=3
C 2.68785 0.30829 -0.39323 -0.2 -0.5 -0.6
C -0.31805 0.66612 0.56522 -1.6 -0.1 1.0
C 0.42040 0.58629 -0.71120 -2.6 -1.1 -1.0
C -0.02437 -0.62555 -0.01339 1.0 1.2 0.3
C -1.73246 1.24908 0.79231 0.5 -3.0 -2.4
C -0.60991 -1.88366 -0.26246 -2.3 -3.8 1.4
N 2.72648 -0.71647 0.32421 0.0 0.5 0.1
O 1.68290 1.09999 -0.80821 0.8 0.1 0.0
H 3.51114 0.61602 -0.98185 1.7 0.2 -0.1
H 0.36642 0.91596 1.36291 0.2 0.2 0.4
H -0.18262 0.67140 -1.62572 0.5 0.7 0.0
H -2.56671 0.60068 0.34662 1.2 0.8 0.9
H -1.73429 2.14734 0.28731 -0.4 2.2 -1.0
H -1.80969 1.40964 1.80318 -0.8 0.3 2.4
H -0.06202 -2.55204 -0.95363 -0.5 0.7 -0.2
H -1.79904 -1.93521 -0.42520 2.4 0.4 -0.1
H -0.55601 -2.55789 0.69314 -0.1 1.3 -1.1

=====

77
Properties=species:S:1:pos:R:3:forces:R:3 method="wB97M-V/def2-TZVPD" homo_lumo_gap_ha="0.2554 / 0.1246" molar_mass_g_mol=763.8 e_lumo_ha="-0.3894 / -0.5201" relative_energy_kcal_mol=3.3 s2=6.08 multiplicity=5 total_charge=+4
Pd 0.64637 1.23027 0.82326 0.0 0.0 0.0
Ge -0.04194 -2.08636 1.62631 0.0 0.1 0.0
C 0.39813 -2.34885 -0.25638 0.0 0.0 0.0
C -0.17203 -1.57876 -1.27445 0.0 0.0 0.0
C 0.11830 -1.83180 -2.61008 0.0 0.0 0.0
C 0.97671 -2.87430 -2.94579 0.0 0.0 0.0
C 1.55151 -3.65099 -1.94282 0.0 0.0 0.0
C 1.26654 -3.38586 -0.60404 0.0 0.0 -0.1
C -1.56611 -3.06179 2.24452 0.0 0.0 0.0
C -2.56680 -3.42156 1.33935 0.0 0.0 0.0
C -3.70341 -4.07378 1.79354 0.0 0.0 0.0
C -3.84372 -4.35930 3.14676 0.0 0.0 0.0
C -2.85049 -4.00130 4.04939 0.0 0.0 0.0
C -1.70948 -3.34970 3.60249 0.0 0.0 0.0
H 1.21461 -2.14580 2.49509 0.0 0.0 0.0
H -0.86887 -0.78273 -1.03216 0.0 0.0 0.0
H -0.35386 -1.24658 -3.38879 0.0 0.0 0.0
H 1.15301 -3.10962 -3.98889 0.0 0.0 0.0
H 2.16914 -4.50505 -2.20051 0.0 0.0 0.0
H 1.70237 -4.01753 0.16238 0.0 0.0 0.0
H -2.45855 -3.21556 0.27953 0.0 0.0 0.0
H -4.47265 -4.37342 1.09426 0.0 0.0 0.0
H -4.72618 -4.87842 3.49697 0.0 0.0 0.0
H -2.95722 -4.24497 5.09810 0.0 0.0 0.0
H -0.93209 -3.08976 4.31241 0.0 0.0 0.0
N -7.58527 0.16527 5.56053 0.0 0.0 0.0
C -6.58518 0.18193 4.99389 0.0 0.0 0.0
C -5.34081 0.19342 4.29168 0.0 0.0 0.0
C -4.15733 0.46860 5.00087 0.0 0.0 0.0
C -2.96177 0.46518 4.33523 0.0 0.0 0.0
C -2.93265 0.18921 2.94142 0.0 0.0 0.0
C -4.13836 -0.08018 2.23858 0.0 0.0 0.0
C -5.33031 -0.07822 2.91256 0.0 0.0 0.0
C -1.72567 0.09507 2.27999 0.0 0.0 0.0
C -0.63393 -0.12007 1.70173 0.0 0.0 0.0
H -4.20734 0.66979 6.06199 0.0 0.0 0.0
H -2.03636 0.65781 4.86093 0.0 0.0 0.0
H -4.10178 -0.29583 1.17952 0.0 0.0 0.0
H -6.26167 -0.28435 2.40368 0.0 0.0 0.0
C 7.18621 -7.70297 -2.32962 0.0 0.0 0.0
C 6.60799 -6.46837 -2.88300 0.0 0.0 0.0
C 6.32650 -5.34390 -2.04445 0.0 0.0 0.0
C 5.80287 -4.19154 -2.54690 0.0 0.0 0.0
C 5.53548 -4.10209 -3.93932 0.0 0.0 0.0
N 5.09658 -2.96583 -4.56156 -0.1 -0.1 0.0
C 4.79050 -1.67645 -4.12308 0.1 0.1 0.0
O 4.97469 -0.72411 -4.81143 0.0 0.0 0.0
N 4.12592 -1.54894 -2.85340 0.0 0.0 0.0
C 3.96578 -0.36418 -2.23325 0.0 0.0 0.0
C 4.76740 0.78389 -2.48526 0.0 0.0 0.0
C 4.45873 1.92166 -1.80234 0.0 0.0 0.0
C 3.37988 1.92744 -0.89733 0.0 0.0 0.0
N 2.61103 0.85039 -0.63339 0.0 0.0 0.0
C 2.90171 -0.27096 -1.25912 0.0 0.0 0.0
C 5.79112 -5.22184 -4.78818 0.0 0.0 0.0
C 6.30776 -6.36603 -4.27237 0.0 0.0 0.0
H 7.66461 -7.54973 -1.36504 0.0 0.0 0.0
H 7.87606 -8.17332 -3.03232 0.0 0.0 0.0
H 6.37137 -8.43043 -2.18438 0.0 0.0 0.0
H 6.57278 -5.41283 -0.99267 0.0 0.0 0.0
H 5.66112 -3.33963 -1.89621 0.0 0.0 0.0
H 5.19088 -2.96019 -5.57481 0.0 0.0 0.0
H 3.51171 -2.31347 -2.55668 0.0 0.0 0.0
H 5.59324 0.75499 -3.17946 0.0 0.0 0.0
H 5.03654 2.82620 -1.93821 0.0 0.0 0.0
H 3.13078 2.83362 -0.36131 0.0 0.0 0.0
H 2.29819 -1.14852 -1.04772 0.0 0.0 0.0
H 5.57878 -5.14295 -5.84813 0.0 0.0 0.0
H 6.51125 -7.21032 -4.91907 0.0 0.0 0.0
N 0.54096 4.48743 2.38121 0.0 0.0 0.0
C 0.02024 4.55577 1.16741 0.0 0.0 0.0
N -0.73515 5.57488 0.81790 0.0 0.0 0.0
S 0.31307 3.34365 -0.06028 0.0 0.0 0.0
H 0.38508 5.21487 3.06644 0.0 0.0 0.0
H 1.21754 3.78118 2.61202 0.0 0.0 0.0
H -0.87907 6.37460 1.42068 0.0 0.0 0.0
H -1.16853 5.60287 -0.09324 0.0 0.0 0.0

=====

13
Properties=species:S:1:pos:R:3:forces:R:3 method="wB97M-V/def2-TZVPD" homo_lumo_gap_ha=0.3555 molar_mass_g_mol=102.1 e_lumo_ha=0.0183 relative_energy_kcal_mol=109.2
C 2.38421 -0.81758 0.20961 2.3 -1.3 4.4
C 1.34816 0.15362 -0.16680 -3.8 1.6 0.4
C -1.24607 0.05735 -0.01460 -0.2 -2.2 -1.7
H 2.61919 -1.67322 -0.50408 -0.5 1.2 1.2
H 2.03633 -1.19483 1.36389 0.2 0.3 -3.5
H 3.37182 -0.31530 0.75664 -2.3 -0.8 -2.6
H -2.07201 -1.91719 -0.21604 1.0 -3.8 -2.2
H -3.21117 -0.88999 0.71918 5.4 -0.2 -2.6
H -1.32419 2.11244 0.14615 -0.7 -2.9 -0.3
N -2.03436 -1.06683 0.15655 -5.4 4.1 5.2
N -1.83707 1.14804 0.12599 1.8 3.8 0.7
O 1.33946 1.33638 0.01535 0.7 -1.0 -0.4
O 0.00583 -0.46771 -0.56694 1.6 1.2 1.3